The following is a DFT calculation (ωB97M-V/def2-TZVPD) of a molecular structure, C29H42N9ReS at a distorted geometry.

Values from the calculation:
Lowest unoccupied orbital energy (spin up / spin down) in eV: -8.479 / -9.830
E_HOMO (spin up / spin down) in Eh: -0.52298 / -0.52196
Expectation value of S²: 3.803
Energy in eV: -57101.67557
Spin multiplicity: 4
Kohn-Sham gap (spin up / spin down) in hartree: 0.2114 / 0.1607
Net charge: +3

Structure (XYZ):
```
82
C29H42N9ReS ωB97M-V/def2-TZVPD
Re -0.58 -0.71 -0.14
C -2.78 1.70 -0.71
C -0.96 1.49 -3.03
N -0.44 0.25 -3.54
C 1.02 0.13 -3.57
C 1.72 0.18 -2.21
N 1.37 -0.87 -1.19
C 1.77 -2.26 -1.54
C 0.89 -3.05 -2.52
C -0.58 -2.68 -2.64
N -1.24 -2.44 -1.33
C -2.72 -2.46 -1.46
C -3.35 -1.98 -0.17
N -2.82 -0.63 0.17
C -3.53 0.39 -0.64
H -3.25 2.38 -1.41
H -2.73 2.19 0.27
H -0.32 2.35 -3.24
H -1.96 1.68 -3.40
H -0.80 0.09 -4.47
H 1.47 0.94 -4.15
H 1.26 -0.80 -4.08
H 1.53 1.14 -1.73
H 2.79 0.11 -2.42
H 2.00 -0.63 -0.42
H 1.79 -2.80 -0.59
H 2.79 -2.26 -1.92
H 0.98 -4.10 -2.22
H 1.31 -3.00 -3.53
H -1.09 -3.49 -3.16
H -0.71 -1.77 -3.21
H -0.99 -3.24 -0.75
H -3.08 -3.45 -1.71
H -2.98 -1.80 -2.29
H -3.10 -2.66 0.65
H -4.44 -1.96 -0.26
H -3.02 -0.45 1.15
H -4.53 0.57 -0.22
H -3.65 0.01 -1.65
S -1.05 1.45 -1.19
C -0.06 3.25 1.11
N -0.44 4.40 1.14
N -0.51 5.45 0.32
C 0.20 5.65 -0.86
C 1.25 4.81 -1.24
C 1.94 5.07 -2.42
C 1.57 6.12 -3.24
C 0.52 6.95 -2.86
C -0.16 6.73 -1.67
N 0.46 2.17 1.38
N 0.14 0.86 1.58
C 0.57 0.46 2.78
C 0.24 -0.94 3.11
C 0.90 -1.62 4.34
C 1.85 -0.74 5.07
C 2.01 0.57 4.76
C 1.39 1.19 3.64
H -1.10 6.19 0.67
H 1.58 4.02 -0.58
H 2.79 4.45 -2.69
H 2.10 6.31 -4.16
H 0.24 7.79 -3.48
H -0.96 7.39 -1.37
H -0.84 -1.09 3.08
H 0.18 -2.04 5.04
H 2.39 -1.18 5.90
H 2.68 1.18 5.36
H 1.63 2.22 3.42
C 1.34 -4.93 4.63
C 0.89 -4.07 3.50
C 1.50 -2.71 3.38
C 0.97 -1.90 2.17
N 0.03 -2.45 1.22
C -0.42 -3.63 1.49
C -0.01 -4.46 2.58
H 2.43 -5.06 4.59
H 0.87 -5.91 4.62
H 1.13 -4.44 5.58
H 2.58 -2.77 3.43
H 1.79 -1.41 1.63
H -1.19 -4.05 0.84
H -0.46 -5.45 2.65
```